Formula: C15H48N2O10
Source: the Open Molecules 2025 dataset
Level of theory: wB97M-V/def2-TZVPD

HOMO   -8.92 eV
SMILES   COCCNCCOC.COCCNCCOC.CO.CO.CO.O.O.O
ΔE to the lowest compared entry with this formula, charge and spin   2.046 eV
Gap between HOMO and LUMO   9.50 eV
Calculated total energy   -1462.01029 Ha

CARTESIAN COORDINATES (ANGSTROEM)
C  -0.30  6.91  1.16
O  -0.43  5.50  1.45
C  -1.72  5.12  1.99
C  -1.86  3.62  2.19
N  -0.94  3.19  3.29
C  -1.17  1.78  3.60
C  -0.16  1.12  4.64
O  1.11  0.78  4.06
C  1.92  -0.04  4.89
H  0.73  7.26  1.23
H  -0.95  7.54  1.76
H  -0.36  7.11  0.09
H  -2.43  5.36  1.20
H  -2.00  5.55  2.95
H  -1.64  3.16  1.23
H  -2.92  3.40  2.35
H  0.04  3.31  3.12
H  -1.03  1.13  2.74
H  -2.19  1.71  3.96
H  -0.75  0.26  4.96
H  -0.15  1.82  5.48
H  1.44  -1.01  5.03
H  2.12  0.48  5.82
H  2.90  -0.27  4.47
C  2.41  1.44  -2.56
O  2.20  0.13  -2.86
C  0.96  -0.12  -3.55
C  1.11  -1.54  -4.11
N  1.10  -2.56  -3.07
C  1.56  -3.86  -3.59
C  1.66  -4.75  -2.38
O  2.62  -4.26  -1.37
C  3.90  -3.91  -1.79
H  2.61  1.98  -3.49
H  3.17  1.57  -1.78
H  1.48  1.87  -2.19
H  0.80  0.62  -4.33
H  0.04  -0.08  -2.97
H  2.07  -1.50  -4.61
H  0.33  -1.74  -4.84
H  1.64  -2.27  -2.27
H  2.52  -3.82  -4.09
H  0.93  -4.35  -4.33
H  2.03  -5.74  -2.63
H  0.69  -4.86  -1.90
H  3.82  -2.97  -2.34
H  4.46  -4.56  -2.46
H  4.61  -3.67  -1.00
C  -3.50  -0.06  1.96
O  -4.06  -0.57  3.17
H  -3.99  -0.32  1.02
H  -3.38  1.03  1.99
H  -2.53  -0.52  1.78
H  -3.72  -1.47  3.15
C  2.19  -0.71  1.14
O  0.93  -0.48  1.74
H  2.77  -1.30  1.85
H  2.23  -1.22  0.17
H  2.97  0.05  1.06
H  1.13  0.13  2.45
C  -2.08  -3.53  -1.34
O  -1.37  -2.35  -1.67
H  -1.47  -4.33  -1.76
H  -2.19  -3.84  -0.30
H  -3.07  -3.65  -1.78
H  -0.42  -2.47  -1.67
O  -0.81  0.21  -0.49
H  -0.76  -0.53  -1.10
H  -0.25  -0.04  0.24
O  -2.99  -1.17  -3.62
H  -2.37  -1.78  -3.22
H  -2.94  -0.39  -3.06
O  -2.79  1.01  -1.98
H  -3.31  1.71  -1.58
H  -2.22  0.71  -1.28

Atomic partial charges in e from the Löwdin method, atoms 1 to 5:
1. C -0.104
2. O -0.187
3. C -0.227
4. C -0.199
5. N -0.038